Record 1
{"formula": "CH5NS", "method": "ωB97M-V/def2-TZVPD", "species": ["C", "N", "H", "H", "H", "H", "S", "H"], "coordinates": [[-0.33, 1.03, 1.20], [-0.02, 0.01, 0.47], [-0.83, 1.88, 0.73], [-0.16, 1.01, 2.27], [0.41, -0.76, 0.98], [0.29, -0.35, -0.90], [0.84, -1.14, -2.08], [-0.21, -1.67, -2.66]], "e_above_lowest_kj_mol": 85.86, "smiles": "C=N.S", "lumo_ev": 0.13, "e_tot_ev": -13441.8039}



Record 2
{"formula": "CH5NS2", "method": "ωB97M-V/def2-TZVPD", "species": ["C", "N", "S", "S", "H", "H", "H", "H", "H"], "coordinates": [[-0.84, 2.82, 0.88], [1.54, -1.42, -0.42], [-0.90, 2.39, -0.66], [-1.29, 0.49, -0.91], [1.28, -2.41, -0.32], [-0.64, 3.93, 1.04], [-0.61, 2.10, 1.67], [1.99, -1.09, -1.24], [0.81, -0.82, -0.38]], "e_above_lowest_kj_mol": 125.34, "lumo_ev": -1.16, "e_tot_ev": -24277.0365}



Record 3
{"formula": "CH5NSi2", "method": "ωB97M-V/def2-TZVPD", "species": ["C", "N", "Si", "Si", "H", "H", "H", "H", "H"], "coordinates": [[-2.78, -2.07, -2.53], [-3.28, -3.08, -2.24], [0.27, 0.42, 0.67], [-1.77, -0.54, -2.23], [0.96, 0.83, 1.97], [0.50, -0.93, 0.51], [1.09, 0.98, -0.37], [-3.12, 0.16, -2.25], [-1.14, 0.33, 0.86]], "e_above_lowest_kj_mol": 217.13, "lumo_ev": -1.88, "e_tot_ev": -18359.4572}



Record 4
{"formula": "CH5O2", "method": "ωB97M-V/def2-TZVPD", "species": ["C", "O", "H", "H", "H", "H", "H", "O"], "coordinates": [[-0.19, 0.94, 0.55], [-0.81, 0.30, -0.46], [0.95, 0.75, 0.58], [-0.30, 2.10, 0.47], [-0.55, 0.67, 1.58], [0.77, -2.15, -1.47], [-0.11, -0.74, -0.65], [0.24, -1.88, -0.61]], "e_above_lowest_kj_mol": 35.17, "lumo_ev": 4.91, "charge": -1, "e_tot_ev": -5212.5798}



Record 5
{"formula": "CH5O2P", "method": "ωB97M-V/def2-TZVPD", "species": ["C", "O", "O", "P", "H", "H", "H", "H", "H"], "coordinates": [[0.69, 0.40, -0.39], [1.50, -0.33, 0.48], [-1.63, -0.82, -0.03], [-1.03, 0.66, 0.40], [0.50, 0.06, -1.43], [1.68, -1.27, 0.48], [-2.26, -0.61, -0.60], [1.19, 1.41, -0.56], [-0.63, 0.50, 1.66]], "e_above_lowest_kj_mol": 112.61, "smiles": "OCPO", "lumo_ev": 0.88, "e_tot_ev": -14500.5666}



Record 6
{"formula": "CH5O2PS", "method": "ωB97M-V/def2-TZVPD", "species": ["C", "O", "O", "P", "S", "H", "H", "H", "H", "H"], "coordinates": [[0.01, -0.54, 1.41], [-0.99, 1.57, 0.10], [-1.92, -0.66, -0.46], [1.17, -0.13, -1.86], [-0.78, 0.16, -0.10], [0.43, -1.50, 1.14], [0.78, 0.15, 1.73], [-0.75, -0.66, 2.18], [1.67, 1.07, -1.36], [0.39, 0.54, -2.79]], "e_above_lowest_kj_mol": 315.58, "smiles": "CS(=O)(=O)P", "lumo_ev": -0.96, "e_tot_ev": -25335.0206}



Record 7
{"formula": "CH5O2PS2", "method": "ωB97M-V/def2-TZVPD", "species": ["C", "O", "O", "P", "S", "S", "H", "H", "H", "H", "H"], "coordinates": [[1.38, 1.29, 0.03], [1.57, 0.97, 1.40], [2.32, 0.69, -0.96], [-0.24, 0.50, -0.54], [-4.07, -1.22, 0.19], [0.11, -1.37, -0.30], [1.51, 2.36, 0.00], [1.69, 0.01, 1.40], [2.02, -0.21, -1.20], [-3.17, -2.00, 0.86], [-3.13, -1.01, -0.87]], "e_above_lowest_kj_mol": 287.41, "smiles": "OC(O)P=S.S", "lumo_ev": -1.85, "e_tot_ev": -36171.0516}



Record 8
{"formula": "CH5O2PS3", "method": "ωB97M-V/def2-TZVPD", "species": ["C", "O", "O", "P", "S", "S", "S", "H", "H", "H", "H", "H"], "coordinates": [[-2.52, -0.61, 0.06], [1.00, 0.01, 1.49], [-1.43, -0.21, 0.39], [1.28, -0.19, -0.07], [0.99, -1.98, -0.75], [0.22, 1.45, -1.14], [3.28, 0.49, -0.06], [-2.75, -1.25, -0.79], [-3.46, -0.37, 0.67], [0.06, -0.25, 1.50], [-0.07, 1.95, 0.01], [3.41, 0.96, -1.33]], "e_above_lowest_kj_mol": 88.95, "smiles": "OP(=S)(S)S.C=O", "lumo_ev": -0.07, "e_tot_ev": -47008.0506}



Record 9
{"formula": "CH5O4", "method": "ωB97M-V/def2-TZVPD", "species": ["O", "C", "O", "H", "H", "H", "O", "H", "H", "O"], "coordinates": [[-2.29, -1.54, -0.11], [-1.11, -1.87, 0.22], [-0.06, -2.04, -0.55], [-1.01, -2.26, 1.26], [-1.86, 0.89, -0.90], [-2.60, 1.44, 0.34], [-2.21, 1.72, -0.49], [3.02, 1.47, -0.29], [4.19, 0.68, 0.44], [3.92, 1.53, 0.06]], "e_above_lowest_kj_mol": 99.56, "lumo_ev": 3.62, "charge": -1, "e_tot_ev": -9309.4712}



Record 10
{"formula": "CH5O4P", "method": "ωB97M-V/def2-TZVPD", "species": ["C", "O", "O", "O", "O", "P", "H", "H", "H", "H", "H"], "coordinates": [[1.62, -0.92, 0.36], [-0.41, 2.85, -0.77], [-1.79, 0.98, -1.47], [1.28, 0.37, 0.71], [-0.02, 0.75, 0.39], [-0.22, 1.26, -1.25], [2.69, -0.91, 0.02], [1.13, -1.17, -0.59], [1.50, -1.82, 1.05], [0.40, 3.25, -0.63], [-2.30, 1.63, -0.83]], "e_above_lowest_kj_mol": 468.36, "smiles": "COOP(O)O", "lumo_ev": 0.89, "e_tot_ev": -18594.8243}



- Which formula does entry 1 have?
  CH5NS